ORCA calculation (ωB97M-V with the def2-TZVPD basis set) on a structure of composition C23H51BrCl3N2RbS4Si2.

Each line ends with the Mulliken charge.
Geometry (Å):
Rb -2.328 2.946 -0.238  0.751
C -3.846 -4.378 -1.880  -0.522
C -3.734 -3.986 -0.415  -1.033
S -2.781 -2.481 -0.072  0.179
C -3.614 -1.230 -1.103  -1.076
C -2.776 -0.683 -2.265  -0.225
S -1.152 -1.638 -2.588  0.288
C -1.287 -2.592 -4.154  -0.789
C -2.287 -3.741 -4.148  -0.900
S -2.237 -4.780 -2.655  -0.084
H -4.298 -3.577 -2.463  0.194
H -4.468 -5.269 -1.965  0.447
H -3.203 -4.756 0.144  0.399
H -4.731 -3.861 0.011  0.399
H -3.855 -0.403 -0.427  0.174
H -4.552 -1.662 -1.446  0.494
H -2.344 0.355 -2.047  -0.550
H -3.328 -0.656 -3.204  0.777
H -0.262 -2.935 -4.298  0.494
H -1.531 -1.881 -4.937  0.351
H -2.071 -4.386 -5.001  0.492
H -3.303 -3.365 -4.251  0.333
Cl -1.616 0.561 -5.290  -0.290
Si -0.449 0.239 -3.599  0.264
Cl 1.305 -0.389 -4.494  -0.349
Cl -0.624 1.659 -2.455  2.585
C 4.652 2.110 -3.478  -1.192
C 4.170 2.007 -2.034  -0.694
N 2.734 1.806 -1.976  0.711
C 1.819 2.800 -2.024  -0.585
S 2.083 4.407 -1.705  -0.284
N 0.565 2.313 -2.251  -0.832
C -1.590 2.553 -2.924  0.848
C -1.482 3.882 -3.593  -1.324
H 5.730 2.275 -3.508  0.410
H 4.158 2.943 -3.977  0.271
H 4.416 1.192 -4.018  0.267
H 4.389 2.923 -1.486  0.463
H 4.639 1.158 -1.535  0.332
H 2.362 0.904 -2.237  -0.121
H -0.520 1.057 -1.448  -1.456
H -1.546 1.155 -2.082  -0.946
H -2.789 2.425 -2.866  -0.034
H -1.745 4.667 -2.862  0.155
H -2.153 3.936 -4.449  0.380
H -0.452 4.027 -3.929  0.275
C 2.093 -2.050 3.540  -1.774
C 1.716 -1.446 2.177  2.652
C 3.017 -1.143 1.417  -2.067
C 0.967 -2.504 1.350  -1.970
Si 0.655 0.145 2.400  -1.397
Br -0.201 0.599 0.288  0.869
C 1.677 1.730 2.817  2.793
C 0.776 2.928 3.155  -2.063
C 2.526 2.179 1.614  -2.072
C 2.622 1.484 4.005  -1.802
C -0.844 -0.099 3.590  2.662
C -1.974 0.892 3.254  -1.522
C -1.465 -1.499 3.473  -2.009
C -0.430 0.108 5.057  -1.850
H 2.725 -2.929 3.383  0.530
H 1.213 -2.370 4.096  0.319
H 2.647 -1.341 4.157  0.288
H 3.546 -2.081 1.223  0.634
H 3.688 -0.505 1.991  0.344
H 2.809 -0.671 0.454  0.247
H 1.628 -3.361 1.184  0.566
H 0.673 -2.114 0.375  0.277
H 0.070 -2.867 1.849  0.329
H 0.123 3.178 2.315  0.201
H 1.400 3.803 3.355  0.602
H 0.167 2.755 4.041  0.359
H 1.899 2.473 0.773  0.135
H 3.213 1.409 1.272  0.249
H 3.122 3.053 1.896  0.557
H 2.094 1.109 4.883  0.307
H 3.113 2.421 4.282  0.539
H 3.402 0.767 3.746  0.327
H -2.396 0.669 2.271  0.145
H -1.640 1.928 3.273  0.260
H -2.775 0.784 3.991  0.537
H -1.757 -1.721 2.448  0.262
H -2.363 -1.544 4.097  0.594
H -0.791 -2.280 3.824  0.295
H -0.155 1.142 5.261  0.342
H 0.410 -0.532 5.333  0.306
H -1.272 -0.146 5.707  0.553

As for the charge: 0. For the total energy, the calculation gives -7166.08746 Ha. Its maximum force is 0.3401 hartree/bohr. The gap between HOMO and LUMO (alpha / beta) is 4.91 / 3.27 eV. Its spin multiplicity is 1. The value obtained for the HOMO energy (alpha / beta) is -4.8 / -3.1 eV.



ORCA calculation (ωB97M-V with the def2-TZVPD basis set) on the molecule C4H5N3S.

Each line ends with the Mulliken spin population.
Geometry (Å):
C -1.852 0.765 1.048  0.381
C 0.463 0.864 0.659  -0.003
C -1.424 -0.617 -0.785  0.172
C 1.771 -0.693 -0.556  -0.017
N -2.106 0.128 -0.119  0.094
N -0.669 1.188 1.382  0.521
N 0.580 -0.353 0.281  0.307
S -1.120 -1.660 -1.873  0.477
H -2.767 1.065 1.622  0.018
H 1.164 1.689 0.592  0.012
H 2.386 0.273 -0.691  0.004
H 2.338 -1.501 0.021  0.014
H 1.235 -1.149 -1.583  0.019

As for the charge: 0. For the total energy, the calculation gives -717.66885 Ha. Its maximum force is 0.0979 hartree/bohr. The gap between HOMO and LUMO (alpha / beta) is 6.72 / 5.95 eV. Its spin multiplicity is 3. The value obtained for the HOMO energy (alpha / beta) is -6.0 / -9.6 eV.



ORCA calculation (ωB97M-V with the def2-TZVPD basis set) on a cluster of 2 separate species, C10H26N2O3P in total.

Each line ends with the natural charge from an NBO analysis.
Geometry (Å):
C -0.732 0.311 1.281  -0.508
C 0.029 1.082 2.188  -0.128
C -0.607 1.416 3.585  0.321
N -2.066 1.540 3.542  -0.876
C -0.010 0.204 4.510  -0.111
O 0.748 0.677 5.644  -0.814
P -0.069 2.196 5.999  1.393
O -0.982 3.662 6.383  -1.034
O -0.149 2.582 4.283  -0.805
H -1.224 -0.654 1.551  0.205
H -0.913 0.691 0.236  0.190
H 1.077 1.404 1.929  0.217
H -2.420 2.151 4.273  0.389
H -2.410 1.852 2.636  0.355
H 0.823 -0.226 3.862  0.156
H -0.714 -0.659 4.722  0.173
H 1.134 2.945 6.264  -0.142
H -0.097 1.932 7.442  -0.219
H -1.266 1.355 5.997  -0.205
H -1.808 3.324 6.758  0.444
C 2.066 -1.001 -1.822  -0.618
C 1.586 -1.773 -3.044  -0.212
N 0.143 -1.734 -3.235  -0.448
C -0.328 -2.677 -4.243  -0.205
C 0.122 -2.461 -5.688  -0.635
C -0.457 -0.407 -3.295  -0.221
C 0.039 0.552 -4.379  -0.638
H 1.575 -1.353 -0.913  0.226
H 3.142 -1.138 -1.698  0.208
H 1.887 0.073 -1.920  0.203
H 1.888 -2.817 -2.903  0.192
H 2.126 -1.406 -3.927  0.151
H -1.422 -2.712 -4.216  0.190
H -0.009 -3.679 -3.936  0.186
H -0.416 -1.639 -6.161  0.199
H -0.092 -3.358 -6.277  0.205
H 1.194 -2.269 -5.769  0.204
H -0.314 0.075 -2.323  0.204
H -1.543 -0.509 -3.384  0.194
H 1.125 0.541 -4.485  0.203
H -0.251 1.575 -4.123  0.212
H -0.408 0.332 -5.348  0.196

As for the charge: -1. For the total energy, the calculation gives -1073.08160 Ha. Its maximum force is 0.0563 hartree/bohr. The gap between HOMO and LUMO is 6.37 eV. Its spin multiplicity is 1. The value obtained for the HOMO energy is -3.9 eV.